No. 1
# C5H10ClN

A 2-piece molecular cluster, C5H10ClN overall at a distorted geometry (ωB97M-V/def2-TZVPD, OMol25).

Summary:
LUMO (alpha / beta) in eV: -0.91 / 0.53
HOMO level (alpha / beta) in eV: -7.84 / -8.91
Relative energy (zero: lowest compared OMol25 entry of this formula, charge and spin) in eV: 5.114
E in Eh: -711.26754

Positions of all 17 atoms, in Å:
C (1.8185, 2.4652, -1.6243)
C (-0.2963, -1.0378, 1.9460)
C (-1.5425, -1.6128, -0.1607)
C (0.5799, -0.2072, -0.2331)
C (-0.6499, -0.5637, 0.4951)
N (0.8465, 3.2059, -1.8827)
Cl (3.4191, 2.4710, -2.1989)
H (0.5218, -1.6977, 2.0879)
H (-1.0416, -1.6026, 2.3641)
H (-0.2595, -0.1815, 2.7216)
H (-1.3704, -2.6229, 0.1695)
H (-2.6286, -1.3341, 0.0466)
H (-1.4043, -1.4835, -1.1941)
H (0.8055, -0.7115, -1.1969)
H (1.4295, 0.2827, 0.2813)
H (-1.3129, 0.4002, 0.4995)
H (1.0854, 4.2303, -2.1208)

***

No. 2
# C5H10ClNO

One molecule with the formula C5H10ClNO at a distorted geometry (ωB97M-V/def2-TZVPD, OMol25).

Summary:
LUMO in eV: 0.98
HOMO level in eV: -8.22
Relative energy (zero: lowest compared OMol25 entry of this formula, charge and spin) in eV: 3.701
E in Eh: -786.57637

Positions of all 18 atoms, in Å:
C (-0.5338, -1.9660, 0.5570)
C (0.8970, -1.4095, 0.2368)
C (0.1820, 0.7915, 0.7386)
C (-1.2703, 0.0276, -0.6533)
C (0.5222, 2.1689, 0.1772)
N (-1.3791, -1.3703, -0.4040)
O (1.1899, -0.1461, 0.8958)
Cl (-2.6118, 0.9594, -0.1414)
H (-0.4973, -3.0044, 0.3397)
H (-0.6810, -1.6787, 1.6815)
H (1.6952, -2.1018, 0.7446)
H (1.1038, -1.2221, -0.8239)
H (-0.4246, 1.0455, 1.5907)
H (-0.8854, 0.5155, -1.6524)
H (-0.3541, 2.7229, 0.0656)
H (1.1932, 2.1802, -0.7450)
H (1.1331, 2.6208, 0.9344)
H (-2.2668, -1.6601, -0.1975)